#one
Molecular formula: C9H12NOS
Method: DFT, the ωB97M-V functional and the def2-TZVPD basis

Element x y z (Å)
C1 0.581 1.265 2.595
C2 -0.232 0.236 3.042
C3 0.895 1.385 1.248
C4 -0.749 -0.697 2.149
C5 0.378 0.471 0.351
C6 -0.454 -0.562 0.811
C7 -0.363 -0.246 -1.697
C8 -2.793 -1.724 -0.524
C9 2.617 0.821 -2.286
N1 0.654 0.471 -1.042
O1 1.966 0.014 -1.317
S1 -0.940 -1.688 -0.514
H1 0.979 1.978 3.300
H2 -0.459 0.146 4.092
H3 1.536 2.173 0.888
H4 -1.363 -1.509 2.508
H5 -1.256 0.366 -1.822
H6 -0.036 -0.687 -2.636
H7 -3.109 -2.018 -1.521
H8 -3.079 -2.480 0.199
H9 -3.190 -0.751 -0.248
H10 2.581 1.880 -2.017
H11 2.189 0.679 -3.285
H12 3.647 0.475 -2.275

Results
Frontier orbital gap, eV: 9.40
E_HOMO, eV: -12.799
Charge: +1

---

#two
Molecular formula: C9H12NOS
Method: DFT, the ωB97M-V functional and the def2-TZVPD basis

Element x y z (Å)
C1 3.088 2.206 -0.754
C2 3.299 0.891 -1.177
C3 1.803 2.550 -0.458
C4 2.249 -0.046 -1.237
C5 0.726 1.626 -0.658
C6 1.003 0.348 -1.011
C7 -2.926 -1.281 1.434
C8 -1.496 -0.477 1.562
C9 -3.139 -1.692 0.048
N1 -0.327 -0.950 0.877
O1 0.284 -2.174 -1.169
S1 -0.328 -0.958 -0.807
H1 3.886 2.819 -0.782
H2 4.325 0.720 -1.689
H3 1.519 3.594 -0.117
H4 2.506 -1.160 -1.378
H5 -0.216 1.941 -0.441
H6 -2.865 -2.044 2.148
H7 -3.638 -0.512 1.539
H8 -1.666 0.542 1.246
H9 -1.296 -0.447 2.601
H10 -3.187 -2.660 -0.288
H11 -3.552 -0.969 -0.668
H12 -0.052 -1.866 1.178

Results
Frontier orbital gap (spin up / spin down), eV: 5.55 / 5.84
E_HOMO (spin up / spin down), eV: -12.529 / -12.529
Charge: +1

---

Most favorable structure: #one. The second most favorable one is 271.2 kJ/mol above it.

---

#one
Molecular formula: CHF2NO2
Method: DFT, the ωB97M-V functional and the def2-TZVPD basis

Element x y z (Å)
C1 0.789 -0.157 0.131
N1 -1.072 0.347 -0.287
O1 -1.570 -0.531 -0.919
O2 -1.460 1.341 0.233
F1 0.862 -1.434 -0.177
F2 0.942 0.002 1.425
H1 1.508 0.432 -0.407

Results
Frontier orbital gap, eV: 10.78
E_HOMO, eV: -10.365
Charge: 0

---

#two
Molecular formula: CHF2NO2
Method: DFT, the ωB97M-V functional and the def2-TZVPD basis

Element x y z (Å)
C1 -0.332 0.495 -0.815
N1 -2.013 -0.162 1.904
O1 -2.933 0.207 2.557
O2 -1.221 -1.059 1.938
F1 -1.141 1.216 0.033
F2 -1.021 -0.553 -1.252
H1 0.579 0.208 -0.344

Results
Frontier orbital gap (spin up / spin down), eV: 9.87 / 8.45
E_HOMO (spin up / spin down), eV: -10.285 / -9.788
Charge: 0

---

Most favorable structure: #one. The second most favorable one is 158.8 kJ/mol above it.

---

#one
Molecular formula: C2H11N2O2
Method: DFT, the ωB97M-V functional and the def2-TZVPD basis

Element x y z (Å)
C1 -0.003 1.822 -0.627
N1 0.339 0.500 -1.090
C2 1.601 0.189 -1.254
N2 1.851 -1.113 -1.546
H1 -0.866 1.805 0.134
H2 -0.652 2.367 -1.415
H3 0.907 2.476 -0.466
H4 -0.386 -0.281 -0.743
H5 2.435 0.923 -1.112
H6 1.143 -1.799 -1.705
H7 2.738 -1.611 -1.818
H8 -1.489 -0.767 1.052
H9 -1.113 -2.359 0.770
O1 -1.067 -1.474 0.528
H10 -2.250 -0.677 3.449
H11 -1.358 0.342 3.179
O2 -1.830 -0.341 2.664

Results
Frontier orbital gap, eV: 10.97
E_HOMO, eV: -14.401
Charge: +1

---

#two
Molecular formula: C2H11N2O2
Method: DFT, the ωB97M-V functional and the def2-TZVPD basis

Element x y z (Å)
C1 0.133 -0.416 -0.648
C2 0.148 -1.221 0.451
N1 1.046 -1.051 1.585
N2 -1.062 -0.143 -1.239
H1 1.024 0.093 -1.056
H2 -0.491 -2.089 0.457
H3 2.011 -1.343 1.392
H4 1.118 -0.105 1.982
H5 0.736 -1.684 2.326
H6 -1.943 -0.369 -0.805
H7 -0.987 -0.052 -2.261
H8 0.559 1.834 3.861
H9 -0.755 1.486 3.224
O1 0.192 1.422 3.068
H10 -1.133 1.155 -4.671
H11 -0.160 1.628 -3.582
O2 -0.436 0.855 -4.083

Results
Frontier orbital gap, eV: 9.38
E_HOMO, eV: -12.515
Charge: +1

---

Most favorable structure: #one. The second most favorable one is 10.4 kJ/mol above it.

---

#one
Molecular formula: C6H10N
Method: DFT, the ωB97M-V functional and the def2-TZVPD basis

Element x y z (Å)
C1 -1.098 2.532 -0.732
C2 -0.569 1.471 -0.565
C3 0.346 -1.806 0.666
C4 0.611 -0.363 -1.831
C5 -0.600 -0.029 1.878
C6 0.129 0.262 -0.544
N1 -0.036 -0.571 0.593
H1 -1.536 3.440 -0.536
H2 0.512 -2.418 -0.191
H3 0.201 -2.319 1.597
H4 1.333 -1.146 -1.834
H5 -0.094 -0.953 -2.575
H6 1.115 0.518 -2.306
H7 -0.042 -0.172 2.720
H8 -1.637 -0.394 2.106
H9 -0.646 0.989 1.591
H10 2.012 0.959 -0.037

Results
Frontier orbital gap (spin up / spin down), eV: 8.22 / 7.77
E_HOMO (spin up / spin down), eV: -14.297 / -13.159
Charge: +1

---

#two
Molecular formula: C6H10N
Method: DFT, the ωB97M-V functional and the def2-TZVPD basis

Element x y z (Å)
C1 3.226 0.483 0.013
N1 2.110 0.118 -0.078
C2 0.785 -0.298 -0.189
C3 0.610 -1.866 -0.343
C4 -0.355 0.456 0.045
C5 -1.633 -0.181 0.077
C6 -0.159 1.813 0.424
H1 4.215 0.601 0.448
H2 1.609 -2.260 -0.658
H3 -0.020 -2.017 -1.205
H4 0.041 -2.209 0.471
H5 -2.494 0.453 0.236
H6 -1.761 -1.043 0.828
H7 -1.872 -0.729 -0.908
H8 0.764 2.288 0.361
H9 -0.370 2.104 1.580
H10 -0.927 2.432 -0.187

Results
Frontier orbital gap, eV: 8.47
SMILES string: C#[N+]C(C)=C(C)C
E_HOMO, eV: -13.668
Charge: +1

---

#three
Molecular formula: C6H10N
Method: DFT, the ωB97M-V functional and the def2-TZVPD basis

Element x y z (Å)
C1 -2.283 0.620 -0.080
C2 -0.985 1.411 -0.247
C3 -0.535 -0.757 0.402
C4 0.094 0.530 0.025
C5 -0.057 -2.130 0.004
C6 1.464 0.976 0.267
N1 -1.999 -0.581 0.222
H1 -3.297 0.849 -0.058
H2 -0.911 1.808 -1.271
H3 -0.950 2.432 0.069
H4 -0.090 -0.626 1.434
H5 0.792 -2.106 -0.696
H6 -0.892 -2.603 -0.487
H7 0.311 -2.765 0.899
H8 1.565 2.044 0.418
H9 1.899 0.561 -0.677
H10 1.828 0.501 1.140

Results
Frontier orbital gap, eV: 8.83
E_HOMO, eV: -14.855
Charge: +1

---

#four
Molecular formula: C6H10N
Method: DFT, the ωB97M-V functional and the def2-TZVPD basis

Element x y z (Å)
C1 1.336 -2.865 -1.290
C2 -0.355 -0.009 0.893
C3 -0.332 0.915 0.044
C4 -0.274 -0.999 1.811
C5 -1.250 2.158 -0.041
C6 0.693 0.906 -1.104
N1 1.085 -2.365 -0.292
H1 1.389 -3.202 -2.196
H2 -0.025 -1.956 1.274
H3 -1.209 -1.382 2.204
H4 0.525 -0.867 2.524
H5 -2.080 2.080 -0.715
H6 -0.722 3.063 -0.218
H7 -1.687 2.195 0.944
H8 1.474 1.612 -0.739
H9 0.136 0.831 -2.080
H10 1.298 -0.115 -1.018

Results
Frontier orbital gap, eV: 9.48
E_HOMO, eV: -15.102
Charge: +1

---

Most favorable structure: #three. The second most favorable one is 12.2 kJ/mol above it.